# 1
The following is a DFT calculation (ωB97M-V with the def2-TZVPD basis set) of a 2-piece molecular cluster, C7H15O2 overall in a non-equilibrium geometry.

XYZ file:
```
24
Properties=species:S:1:pos:R:3:forces:R:3
C -1.944678 -0.947602 0.305246 0.25 0.81 -0.33
C -1.228435 -2.267980 0.472052 0.44 -0.36 -0.05
C -1.506249 0.119991 1.376024 -0.68 -0.40 -0.27
O -1.173442 -0.319110 2.497144 0.17 0.10 0.15
O -1.627817 1.299513 0.982457 0.12 0.22 0.25
H -1.721126 -0.462699 -0.653334 0.06 -0.32 -0.03
H -3.036663 -0.963109 0.327150 -0.11 -0.39 0.25
H -1.531299 -3.125171 -0.142484 -0.42 0.28 -0.13
H -1.245325 -2.581381 1.516645 0.00 0.09 0.03
H -0.180013 -2.103966 0.203783 0.06 -0.06 0.18
C 1.331483 0.379353 -1.145212 0.96 0.70 -0.46
C 0.902350 1.848896 -1.136349 -0.35 -0.24 0.20
C 2.011610 -0.005463 -2.484250 -0.78 -0.21 -0.13
C 2.276862 0.087887 0.018694 -0.24 0.15 0.15
H 0.423693 -0.204418 -1.011463 0.01 -0.16 0.07
H 0.103054 2.010123 -1.860902 -0.02 0.03 -0.14
H 1.713065 2.543803 -1.365701 0.13 -0.16 0.01
H 2.213128 0.858579 -3.122211 0.30 0.06 0.21
H 2.919593 -0.581281 -2.315362 0.11 0.03 -0.16
H 1.365824 -0.621875 -3.123928 0.01 -0.07 0.18
H 1.799959 0.346839 0.970571 -0.06 -0.31 0.00
H 2.570082 -0.962193 -0.008983 0.00 -0.07 0.26
H 3.189016 0.685239 -0.021988 0.08 0.05 -0.28
H 0.474625 2.067211 -0.157314 -0.04 0.22 0.02
```
Positions in Å, forces in eV/Å.

Properties
- charge = -2
- highest occupied orbital energy (alpha / beta) (eV) = 3.740 / -1.784
- orbital gap (alpha / beta) (eV) = 2.708 / 8.091
- spin multiplicity = 2

Here are the natural (NBO) charges for atoms 1 to 8, given in e: atom 1 (C): -0.54, atom 2 (C): -0.63, atom 3 (C): 0.77, atom 4 (O): -0.80, atom 5 (O): -0.80, atom 6 (H): 0.20, atom 7 (H): 0.18, atom 8 (H): 0.17

***

# 2
The following is a DFT calculation (ωB97M-V with the def2-TZVPD basis set) of one molecule with the formula C7H11F in a non-equilibrium geometry.

XYZ file:
```
19
Properties=species:S:1:pos:R:3:forces:R:3
C -0.654117 -0.338734 1.414833 1.06 0.70 1.67
C -0.432609 -0.063068 -0.094113 0.87 -0.04 3.74
C -1.708116 -0.260781 -0.777053 1.12 -1.83 -3.07
F -2.503574 0.620455 -0.231039 -3.53 1.66 1.63
C 0.612771 -1.006820 -0.481607 0.13 -2.02 -2.20
C 1.922720 -0.326720 -0.307149 1.61 1.70 -1.22
C 1.685928 1.031551 -0.210082 2.78 -3.06 0.28
C 0.229602 1.281715 -0.157842 0.11 2.54 2.13
H 0.466770 -0.553679 1.835090 -2.93 -0.06 -0.66
H -0.860447 0.745914 2.012763 -0.60 -3.48 -1.38
H -1.413756 -1.281666 1.381219 1.79 2.33 1.33
H -2.086880 -1.392066 -0.814248 0.56 2.41 0.42
H -1.583729 0.120429 -1.809050 -0.05 -0.84 -0.21
H 0.245658 -1.231337 -1.548428 1.65 -0.74 0.99
H 0.597075 -1.840645 0.213714 -0.29 -0.87 -0.65
H 2.962603 -0.896797 -0.390166 -2.44 1.51 0.40
H 2.548483 1.699784 0.046547 -1.30 -0.18 -0.54
H -0.162730 1.857505 -0.981220 0.00 0.78 -0.13
H 0.134353 1.834969 0.897836 -0.52 -0.51 -2.52
```
Positions in Å, forces in eV/Å.

Properties
- SMILES = CC1(CF)CC=CC1
- highest occupied orbital energy (eV) = -8.998
- orbital gap (eV) = 9.895
- spin multiplicity = 1

Here are the natural (NBO) charges for atoms 1 to 8, given in e: atom 1 (C): -0.61, atom 2 (C): -0.16, atom 3 (C): 0.08, atom 4 (F): -0.35, atom 5 (C): -0.45, atom 6 (C): -0.20, atom 7 (C): -0.19, atom 8 (C): -0.42

***

# 3
The following is a DFT calculation (ωB97M-V with the def2-TZVPD basis set) of an isolated ion of composition C4H13N6 and charge +1 in a non-equilibrium geometry.

XYZ file:
```
23
Properties=species:S:1:pos:R:3:forces:R:3
H 2.603083 -1.437620 0.282197 1.86 -1.29 -0.21
N 1.745827 -1.078420 0.556713 -2.58 -1.42 2.25
C 0.923559 -1.880193 1.199842 -0.64 1.55 -0.84
N -0.349690 -1.400863 1.507668 0.86 0.55 0.19
C -0.520027 0.058362 1.396281 -1.81 -0.69 -0.30
N -1.062431 0.674009 2.542776 -1.23 -0.37 1.13
N -1.343092 0.408724 0.215417 0.91 -0.24 -1.89
C -0.690322 0.688315 -0.939928 1.83 -0.37 0.53
N -1.349557 1.334832 -1.879516 2.10 0.87 -2.78
N 0.573405 0.415400 -1.119831 -0.24 -0.06 2.37
C 1.247988 0.327969 -2.335203 -1.59 1.68 -2.77
H 1.008450 -2.928547 1.481618 0.72 0.09 -0.14
H -0.974149 -1.853754 2.199908 1.02 0.11 -0.84
H 0.405485 0.458477 1.085171 1.14 0.50 0.97
H -0.407933 0.731261 3.313875 0.19 0.09 -0.20
H -1.889406 0.158064 2.923938 0.84 0.68 -0.64
H -2.153858 0.967664 0.101492 -1.22 0.16 2.14
H -0.769353 1.920698 -2.577503 -1.80 -1.37 1.63
H -2.221907 1.616304 -1.570410 -2.03 1.18 -0.39
H 1.125263 -0.024774 -0.325893 -0.34 -0.23 -0.26
H 0.677074 -0.343464 -2.953307 -0.19 -0.31 -0.76
H 1.239868 1.328734 -2.878062 0.76 -1.17 0.53
H 2.181722 -0.141179 -2.227243 1.44 0.05 0.27
```
Positions in Å, forces in eV/Å.

Properties
- SMILES = [H]/N=C/N[C@H](N)NC(=[NH2+])NC
- charge = +1
- highest occupied orbital energy (eV) = -13.160
- orbital gap (eV) = 10.632
- spin multiplicity = 1

Here are the natural (NBO) charges for atoms 1 to 8, given in e: atom 1 (H): 0.39, atom 2 (N): -0.79, atom 3 (C): 0.34, atom 4 (N): -0.61, atom 5 (C): 0.25, atom 6 (N): -0.82, atom 7 (N): -0.58, atom 8 (C): 0.68

***

# 4
The following is a DFT calculation (ωB97M-V with the def2-TZVPD basis set) of C47H57AsN2OP2S5Y as an isolated structure.

XYZ file:
```
116
Properties=species:S:1:pos:R:3:forces:R:3
Y -0.830758 -0.870617 -0.547134 0.09 0.08 -0.34
C 2.542693 -2.851040 -3.300131 -0.03 -0.05 -0.06
C 2.092820 -1.411545 -3.552802 0.16 0.06 -0.10
C 0.896535 -1.378326 -4.498171 0.01 0.02 -0.04
P 1.761036 -0.497414 -1.985538 -0.24 0.15 0.07
C 3.457222 -0.419876 -1.191995 0.11 -0.15 -0.06
C 4.675028 -0.514683 -2.116654 0.06 0.02 -0.02
C 3.600738 0.839868 -0.343247 -0.02 -0.01 0.10
C 1.498023 1.224659 -2.517898 0.06 -0.02 -0.04
C 2.471331 1.858697 -3.299853 0.02 -0.04 -0.03
C 2.500563 3.219365 -3.528412 -0.10 -0.02 0.06
C 3.555706 3.859458 -4.383843 0.05 0.02 -0.06
C 1.510086 3.973772 -2.892249 0.04 0.05 -0.07
C 0.510269 3.376539 -2.164294 -0.03 -0.08 -0.05
C 0.413837 1.970171 -2.010100 -0.06 -0.08 0.21
N -0.653119 1.401943 -1.316592 -0.16 0.13 -0.18
C -1.889838 2.046542 -1.522408 0.11 -0.11 -0.03
C -2.233334 2.572295 -2.785330 0.06 0.04 0.03
C -3.414885 3.239238 -3.009013 -0.02 -0.01 0.03
C -4.355366 3.418334 -1.991841 0.11 -0.07 -0.04
C -5.651997 4.137880 -2.229989 -0.08 0.07 0.00
C -4.062828 2.837817 -0.774068 -0.03 0.03 0.07
C -2.882223 2.130814 -0.524958 -0.03 0.03 -0.03
P -2.663529 1.185936 1.004735 0.24 0.01 -0.11
C -2.715025 2.481301 2.339544 -0.20 0.09 0.02
C -2.397705 1.838489 3.688261 0.05 0.02 0.03
C -1.868113 3.727715 2.105926 0.09 0.03 -0.05
C -4.263206 0.286359 1.314155 0.01 -0.06 0.10
C -5.418664 1.016379 1.996931 -0.08 -0.04 0.07
C -4.758434 -0.395137 0.042285 -0.03 -0.06 -0.08
H 2.914903 -3.279065 -4.234530 0.02 -0.01 -0.02
H 1.696314 -3.450114 -2.968306 -0.02 -0.02 0.03
H 3.334589 -2.939887 -2.555207 0.00 0.03 0.04
H 2.919204 -0.865123 -4.024937 -0.07 -0.04 -0.01
H 0.043907 -1.910566 -4.078498 -0.01 -0.03 0.04
H 1.176744 -1.861909 -5.437287 -0.02 -0.01 -0.04
H 0.578024 -0.358149 -4.716988 0.00 0.00 0.01
H 3.470907 -1.301930 -0.536869 0.02 0.11 0.00
H 4.755492 0.362786 -2.759375 0.01 -0.01 0.02
H 4.694974 -1.402141 -2.745555 -0.04 0.00 0.02
H 5.576115 -0.531346 -1.498105 0.02 -0.02 0.02
H 3.618849 1.725484 -0.980801 0.01 0.01 0.01
H 4.546469 0.804967 0.203504 0.02 -0.01 0.05
H 2.786819 0.960531 0.368855 -0.05 -0.02 0.01
H 3.252376 1.250545 -3.742630 -0.03 0.03 0.00
H 4.305022 3.128171 -4.687391 0.01 -0.02 -0.01
H 4.072728 4.662338 -3.854849 0.00 0.03 0.03
H 3.131563 4.291235 -5.293388 -0.01 0.01 0.00
H 1.521108 5.055529 -2.978545 0.01 0.02 0.00
H -0.246967 3.997909 -1.707045 -0.07 0.02 0.03
H -1.546569 2.430456 -3.607386 0.06 0.00 -0.02
H -3.622128 3.616000 -4.004040 -0.02 0.02 -0.03
H -5.583449 4.800231 -3.092571 0.02 0.02 -0.03
H -5.935933 4.744352 -1.368605 0.00 0.00 0.03
H -6.470443 3.440120 -2.420106 -0.01 -0.04 -0.01
H -4.789568 2.925719 0.026114 -0.01 0.00 0.00
H -3.755877 2.820680 2.340084 0.04 -0.03 0.04
H -1.330758 1.609746 3.750721 0.00 0.00 0.01
H -2.937573 0.905344 3.854434 -0.06 -0.02 -0.03
H -2.638691 2.518235 4.509054 0.01 0.03 0.02
H -0.807137 3.549726 2.278176 0.00 -0.04 -0.02
H -2.184020 4.507820 2.802422 0.00 0.03 0.02
H -1.984277 4.113931 1.092525 -0.03 -0.01 -0.01
H -3.922828 -0.513267 1.983973 -0.07 0.04 -0.03
H -5.833809 1.822390 1.391417 0.01 0.02 -0.03
H -5.164833 1.422166 2.976559 0.06 0.00 0.00
H -6.224875 0.295330 2.156106 -0.01 0.00 -0.01
H -5.061783 0.329512 -0.715865 -0.03 0.01 0.03
H -5.616144 -1.023078 0.291965 -0.03 -0.03 -0.04
H -4.014204 -1.038607 -0.428774 0.02 0.04 0.08
S -2.175504 -2.424656 1.338565 -0.04 0.04 0.23
C -1.398629 -2.839636 2.849337 -0.22 -0.09 0.04
C -2.179568 -3.478800 3.836388 0.00 0.03 -0.10
C -1.636439 -3.903566 5.027422 0.05 -0.03 0.10
C -0.280708 -3.716233 5.303230 -0.05 0.02 -0.06
C 0.499369 -3.081707 4.356577 -0.02 -0.06 0.11
C -0.048859 -2.641779 3.153250 0.18 0.09 -0.10
As 1.053249 -1.698086 1.874849 0.00 -0.11 -0.04
C 1.896444 -0.444207 3.102790 0.04 -0.08 0.04
C 3.212661 -0.040125 2.921686 0.09 0.11 -0.01
C 3.762883 0.960979 3.710656 -0.05 -0.01 0.00
C 2.995882 1.569315 4.694090 0.01 0.01 -0.01
C 1.685441 1.156536 4.893673 -0.02 0.00 0.06
C 1.140303 0.149908 4.109369 0.01 0.04 -0.02
C 2.506946 -2.973491 1.598032 -0.01 0.06 0.06
C 2.456698 -3.740693 0.439264 0.06 -0.06 -0.05
C 3.448871 -4.672658 0.166356 -0.02 0.00 -0.02
C 4.505000 -4.843439 1.047995 -0.02 0.00 -0.05
C 4.556020 -4.087926 2.210664 0.01 0.02 0.07
C 3.561998 -3.159262 2.487553 0.03 -0.09 0.03
H -3.228225 -3.642774 3.627518 -0.03 0.00 -0.01
H -2.273677 -4.392283 5.755467 0.01 -0.01 0.00
H 0.150717 -4.055809 6.234923 0.00 -0.02 0.03
H 1.553847 -2.920698 4.558446 -0.04 0.02 -0.03
H 3.822833 -0.499216 2.154957 -0.03 0.01 -0.04
H 4.788643 1.268269 3.550031 0.01 0.01 0.00
H 3.418424 2.356018 5.306125 0.00 0.00 0.01
H 1.085326 1.616567 5.669298 -0.01 0.00 0.00
H 0.118789 -0.170142 4.282781 0.02 -0.03 -0.03
H 1.642040 -3.631372 -0.264853 -0.06 0.06 -0.02
H 3.387086 -5.255994 -0.743575 0.02 -0.02 0.00
H 5.284803 -5.561905 0.830158 0.01 -0.01 0.01
H 5.372269 -4.221299 2.910356 0.00 0.00 0.00
H 3.621998 -2.582712 3.403205 -0.03 0.00 -0.05
O -4.215185 -5.384693 -5.089212 0.01 -0.05 -0.12
C -3.567457 -4.619804 -4.416297 -0.08 -0.01 0.16
S -2.271596 -5.119587 -3.324288 -0.01 -0.05 -0.06
C -1.859872 -3.524779 -2.720365 0.20 0.06 0.14
C -2.583142 -2.494683 -3.193287 0.07 0.22 0.09
S -2.348824 -0.803498 -2.793176 0.01 -0.22 0.20
S -3.840855 -2.878089 -4.355018 -0.01 -0.01 -0.07
S -0.528747 -3.428833 -1.590966 -0.07 0.02 -0.10
N 0.819180 1.761405 1.302959 -0.12 -0.12 -0.07
H -0.067835 1.572228 1.758823 0.10 0.00 0.00
H 0.605606 2.318926 0.482087 0.06 0.03 0.06
H 1.400726 2.283304 1.948535 0.01 0.03 0.00
```
Positions in Å, forces in eV/Å.

Properties
- charge = -1
- highest occupied orbital energy (eV) = -3.888
- orbital gap (eV) = 6.130
- spin multiplicity = 1

Here are the Mulliken charges for atoms 1 to 8, given in e: atom 1 (Y): -1.20, atom 2 (C): -1.36, atom 3 (C): 0.39, atom 4 (C): -1.48, atom 5 (P): 2.16, atom 6 (C): 1.69, atom 7 (C): -1.80, atom 8 (C): -1.64

***

The evaluated relative energy (zero: lowest compared OMol25 entry of this formula, charge and spin) for the records listed, in turn: 1.3 281.4 0.0 0.0 kJ/mol.